(1)
DFT (ωB97M-V/def2-TZVPD) results for a molecular structure, C39H31Cl5N2O2P2TeTl in a non-equilibrium geometry.

CARTESIAN COORDINATES (ANGSTROEM)
Tl 0.7320 -0.0821 -1.1362
C -0.2507 3.2624 2.8584
N 0.5073 2.3130 2.0326
P 0.4649 0.6104 2.2537
C 0.6384 0.5217 4.0721
C 1.9353 0.3466 4.5544
C 2.1884 0.3554 5.9173
C 1.1446 0.5344 6.8128
C -0.1534 0.6828 6.3440
C -0.4093 0.6707 4.9816
C -1.3294 0.0923 2.0421
C -2.3484 1.0155 1.3580
C -3.7566 0.7495 1.5938
C -4.1596 -0.4269 2.1080
C -3.2142 -1.3248 2.7118
C -1.8940 -1.0118 2.8012
P 0.7525 2.7523 0.3493
C 1.0368 4.5604 0.4925
C 0.3229 5.4005 -0.3565
C 0.6055 6.7595 -0.3969
C 1.6049 7.2818 0.4067
C 2.3038 6.4516 1.2762
C 2.0248 5.0973 1.3166
C 2.5367 2.3462 0.1188
C 3.4517 2.1450 1.1463
C 4.7836 1.8934 0.8506
C 5.2080 1.8138 -0.4681
C 4.3078 2.0360 -1.5000
C 2.9789 2.3038 -1.2062
H -0.7206 2.7486 3.6909
H -1.0259 3.7771 2.2837
H 0.4226 4.0190 3.2619
H 2.7476 0.1971 3.8510
H 3.1977 0.2218 6.2835
H 1.3369 0.5463 7.8772
H -0.9706 0.8125 7.0414
H -1.4296 0.7723 4.6314
H -2.0633 2.0439 1.1719
H -4.4655 1.5187 1.3211
H -5.2134 -0.6530 2.2052
H -3.5933 -2.1752 3.2682
H -1.2329 -1.5644 3.4577
H -0.4467 4.9861 -0.9971
H 0.0503 7.4085 -1.0612
H 1.8491 8.3345 0.3572
H 3.0779 6.8597 1.9127
H 2.5867 4.4481 1.9756
H 3.1182 2.1821 2.1765
H 5.4939 1.7528 1.6554
H 6.2420 1.5876 -0.6909
H 4.6392 2.0046 -2.5296
H 2.2773 2.5234 -2.0066
Cl 5.1632 -6.1208 -0.2349
C 3.8259 -5.0554 -0.0852
C 4.0268 -3.6957 0.1422
Cl 5.6150 -3.0897 0.3559
C 2.9439 -2.8283 0.1917
Cl 3.2227 -1.1386 0.3630
C 1.6088 -3.2682 0.0828
O 0.6016 -2.4190 0.1175
C 1.4470 -4.6597 -0.0892
Cl -0.1567 -5.3102 -0.1569
C 2.5247 -5.5307 -0.2061
Cl 2.2492 -7.1945 -0.5147
C -3.8769 -3.3290 -0.2080
Te -1.7995 -2.9168 0.2387
C -1.6544 -3.1034 -1.8775
C -2.7127 -4.0995 -2.2610
C -2.6269 -4.8694 -3.4128
C -3.6494 -5.7453 -3.7426
C -4.7595 -5.8531 -2.9176
C -4.8468 -5.0913 -1.7623
C -3.8267 -4.2107 -1.4266
H -4.3349 -2.3624 -0.4367
H -4.4149 -3.7897 0.6195
H -0.6592 -3.3880 -2.2088
H -1.8929 -2.1103 -2.2673
H -1.7568 -4.7776 -4.0514
H -3.5769 -6.3437 -4.6405
H -5.5600 -6.5334 -3.1748
H -5.7162 -5.1787 -1.1220
O -2.1878 -0.9774 -0.0892
N -1.5330 0.0835 0.5619

Computed properties:
Net charge: +1
HOMO energy: -10.389 eV
Largest force on an atom: 1.11 eV/A
Gap between HOMO and LUMO: 0.2753 Ha
Total energy: -5188.6145 a.u.

Here are the natural (NBO) charges for atoms 1 to 2, given in e:
1 Tl 0.78
2 C -0.42



(2)
DFT (ωB97M-V/def2-TZVPD) results for a single C5H8N2O molecule in a non-equilibrium geometry.

CARTESIAN COORDINATES (ANGSTROEM)
C -2.0847 -0.0708 0.6506
C -0.8368 0.4184 -0.0208
C -0.9343 1.5653 -0.9040
N -1.1175 2.5202 -1.5550
C 0.3683 -0.1248 0.1778
N 0.5710 -1.2115 0.9226
C 1.6427 0.4527 -0.3757
O 2.5567 -0.5754 -0.8092
H -2.3423 -1.0836 0.3029
H -1.9101 -0.1281 1.7407
H -2.8616 0.6523 0.4407
H -0.2231 -1.8321 1.0321
H 1.4562 -1.6842 0.8185
H 1.3477 1.1175 -1.1981
H 2.1937 0.9892 0.4096
H 2.1741 -1.0051 -1.6327

Computed properties:
Net charge: 0
HOMO energy: -8.574 eV
Largest force on an atom: 2.06 eV/A
Gap between HOMO and LUMO: 0.3343 Ha
SMILES string: C/C(C#N)=C(\N)CO
Total energy: -380.0501 a.u.

Here are the natural (NBO) charges for atoms 1 to 2, given in e:
1 C -0.62
2 C -0.26



(3)
DFT (ωB97M-V/def2-TZVPD) results for a molecular structure, C32H25Cl2GdN7OS2 in a non-equilibrium geometry.

CARTESIAN COORDINATES (ANGSTROEM)
Gd 0.6396 -1.0527 -1.2304
C 4.3747 1.6366 0.0884
C 3.5263 0.6473 -0.3746
N 2.3197 0.4583 0.0674
C 1.7516 1.3103 0.9599
C 2.6330 2.3654 1.4239
N 3.8954 2.4098 1.0666
C 0.3429 1.2210 1.3038
C -0.1733 2.0033 2.3881
C -1.5353 1.9544 2.6576
C -2.3915 1.1706 1.8051
C -1.7559 0.4220 0.7783
N -0.4006 0.2989 0.6568
C -2.5525 -0.2836 -0.2932
C -3.9588 -0.1704 -0.4182
N -4.7108 -0.8162 -1.3093
C -4.0126 -1.3757 -2.3283
C -2.6554 -1.4356 -2.3710
N -1.9000 -0.9053 -1.3650
C -2.0615 2.7070 3.8245
C -1.2364 3.2663 4.7845
C -1.7538 4.2260 5.6298
N -3.0290 4.5178 5.7100
C -3.8725 3.7616 4.9513
C -3.4793 2.8104 4.0381
H 5.3853 1.7759 -0.2774
H 3.8455 0.0379 -1.1854
H 2.3233 3.0662 2.0975
H 0.4605 2.5042 3.1663
H -3.5034 1.1692 1.9221
H -4.5474 0.5236 0.2005
H -4.6082 -1.6918 -3.1889
H -2.1397 -1.8116 -3.2530
H -0.1390 3.2258 4.6971
H -1.0863 4.8719 6.1768
H -4.9348 3.9327 5.2167
H -4.3240 2.5485 3.3163
Cl 0.0277 -1.6068 -4.3472
C 1.0589 -0.7226 -5.5443
Cl 2.7773 -0.6022 -4.8678
H 0.7498 0.3110 -5.8207
H 1.1635 -1.4253 -6.4004
C -0.9039 -3.3444 2.0379
C 0.3560 -3.2108 2.7381
C 1.5221 -3.0451 1.9978
C 1.4855 -3.0215 0.6133
N 0.2606 -3.0494 0.0082
C -0.8656 -3.3359 0.6380
C 2.6338 -3.2104 -0.1883
C 3.8917 -3.5565 0.3219
C 5.0507 -3.4606 -0.4410
C 4.8767 -3.0454 -1.7769
C 3.6844 -2.7531 -2.2988
C 2.5795 -2.6682 -1.4909
H -1.8067 -3.5078 2.5834
H 0.3136 -3.2577 3.7888
H 2.5157 -2.9139 2.4384
H -1.7324 -3.4706 -0.0490
H 3.9559 -3.9437 1.3410
H 5.9972 -3.7619 0.0304
H 5.7492 -2.9300 -2.4066
H 3.5579 -2.4397 -3.3402
C -2.7990 2.1522 -3.9619
O -1.6752 1.7461 -3.1111
C -0.4212 1.9488 -3.6844
S -0.1638 2.5755 -5.2129
S 0.7380 1.5272 -2.4822
H -2.6591 1.9095 -5.0199
H -2.9843 3.2206 -3.8699
H -3.6703 1.5928 -3.5550

Computed properties:
Net charge: +1
HOMO energy (spin up / spin down): -10.088 / -10.049 eV
Largest force on an atom: 4.16 eV/A
Gap between HOMO and LUMO (spin up / spin down): 0.2143 / 0.2127 Ha
2S+1: 8
Total energy: -4175.1059 a.u.
Expectation value of S²: 16.093

Here are the Löwdin charges for atoms 1 to 2, given in e:
1 Gd 1.36
2 C -0.04



(4)
DFT (ωB97M-V/def2-TZVPD) results for a molecular structure, C19H42NO2P3Tc in a non-equilibrium geometry.

CARTESIAN COORDINATES (ANGSTROEM)
Tc 0.3521 0.5591 0.4234
P 1.7525 -0.5982 1.7551
P 1.7225 2.3023 0.3231
P -0.8547 -1.9249 0.3780
H -0.1011 3.0805 -2.5804
C -0.0154 2.0356 -2.2260
C -1.3283 1.6088 -1.7677
H -1.5063 1.9346 -0.7381
C 3.0682 -1.3013 0.6872
C 2.6137 0.3524 3.0759
C 1.4398 -2.0594 2.8338
C 1.6705 3.6971 -0.8612
C 1.3860 3.2557 1.8732
C 3.5388 2.0084 0.2358
C -2.3148 -2.2188 -0.6757
C -1.6443 -2.5041 1.9408
C 0.1691 -3.3642 -0.1922
H 0.5007 1.4154 -2.9643
H -2.1387 2.0094 -2.3757
H 4.0125 -1.2760 1.2446
H 3.1625 -0.7484 -0.2548
H 2.8190 -2.3423 0.4535
H 3.4398 -0.2609 3.4561
H 1.9030 0.5409 3.8908
H 3.0003 1.3196 2.7528
H 1.3038 -2.9833 2.2644
H 0.5686 -1.8864 3.4726
H 2.2983 -2.1804 3.5068
H 2.5370 4.3414 -0.6573
H 0.7414 4.2550 -0.6804
H 1.6976 3.3387 -1.9050
H 2.2470 3.8961 2.1078
H 1.1648 2.6181 2.7382
H 0.5055 3.8898 1.6997
H 4.0324 2.9796 0.1016
H 3.7346 1.3955 -0.6524
H 3.9446 1.4947 1.1136
H -2.8568 -3.1014 -0.3199
H -2.0116 -2.4063 -1.7073
H -2.9709 -1.3479 -0.6435
H -2.4954 -3.1534 1.6965
H -2.0163 -1.6343 2.4951
H -0.9451 -3.0515 2.5773
H -0.4752 -4.1114 -0.6807
H 0.7012 -3.8513 0.6336
H 0.9077 -3.0187 -0.9280
C -1.3488 -0.4600 -3.0628
C -0.2102 -1.1899 -3.4496
C -0.3516 -2.0683 -4.5242
C -1.5683 -2.1527 -5.2114
C -2.6535 -1.3503 -4.8469
C -2.5376 -0.4474 -3.7966
O -1.4483 0.1546 -1.8249
H 0.4547 0.3355 -1.2573
H 0.7276 -1.1182 -2.8775
H 0.5029 -2.6989 -4.8127
H -1.6923 -2.8656 -6.0340
H -3.6084 -1.4141 -5.3579
H -3.3488 0.1880 -3.4344
C -1.7819 1.0024 3.4297
C -2.2950 1.2621 2.0619
N -3.4946 1.8577 1.9539
O -1.6769 0.9380 0.9914
H -2.5214 0.4027 3.9813
H -1.6711 1.9621 3.9579
H -0.8190 0.4709 3.3926
H -3.8927 2.0495 1.0327
H -4.0257 2.1379 2.7679

Computed properties:
Net charge: +4
HOMO energy (spin up / spin down): -19.747 / -19.800 eV
Largest force on an atom: 6.82 eV/A
Gap between HOMO and LUMO (spin up / spin down): 0.1367 / 0.1400 Ha
2S+1: 4
Total energy: -2057.4885 a.u.
Expectation value of S²: 3.812

Here are the natural (NBO) charges for atoms 1 to 2, given in e:
1 Tc 0.53
2 P 1.14